48
Properties=species:S:1:pos:R:3 method="wB97M-V/def2-TZVPD" homo_lumo_gap_ev=7.635 spin_multiplicity=1 relative_energy_kcal_mol=18.7 e_tot_ev=-117948.8750 max_force_ha_per_bohr=0.024 e_lumo_ev=-7.257 charge=+2
Pd 0.20490 0.30403 0.60553
N -0.47125 -3.14606 0.66526
C -1.63980 -2.48371 0.59097
N -2.74099 -3.21087 0.49869
C -3.87903 -2.51479 0.44307
N -5.02115 -3.18407 0.34702
N -3.96306 -1.15692 0.48532
C -2.80858 -0.55262 0.56171
N -1.60256 -1.12853 0.60945
C -2.83728 0.94822 0.61972
C -4.04411 1.62472 0.63412
C -4.03014 3.00883 0.71167
C -2.81304 3.66672 0.77774
C -1.65123 2.91795 0.75542
N -1.65943 1.58186 0.67172
H -0.50080 -4.15015 0.72742
H 0.37351 -2.66423 0.90856
H -5.01075 -4.18928 0.31677
H -5.89261 -2.68477 0.31006
H -4.96444 1.06221 0.59056
H -4.95807 3.56453 0.72633
H -2.75590 4.74386 0.84884
H -0.68012 3.39305 0.81104
C 5.89295 0.28196 -0.03649
C 4.66884 0.26163 0.83511
C 4.74254 0.26644 2.22499
C 3.59344 0.25872 3.00912
C 2.40877 0.23962 2.32369
Br 0.67958 0.25812 3.13483
N 2.28942 0.22499 1.00496
C 3.40227 0.24258 0.26325
H 6.80055 0.28107 0.56228
H 5.90557 1.17216 -0.66587
H 5.91936 -0.59002 -0.69033
H 5.71191 0.28198 2.70733
H 3.62814 0.27107 4.08882
H 3.26872 0.24423 -0.81136
Cl 1.67184 -2.41909 -3.87069
C 0.94469 -0.99848 -3.24651
C 0.43845 -0.01250 -4.08049
C -0.13631 1.10704 -3.50487
C -0.19646 1.21746 -2.12894
N 0.30048 0.25498 -1.34091
C 0.85961 -0.83943 -1.87745
H 0.49713 -0.12756 -5.15461
H -0.54077 1.89976 -4.11791
H -0.63413 2.07261 -1.64048
H 1.22930 -1.59933 -1.20445

=====

52
Properties=species:S:1:pos:R:3 method="wB97M-V/def2-TZVPD" homo_lumo_gap_ev="7.149 / 7.037" spin_multiplicity=3 relative_energy_kcal_mol=17.3 e_tot_ev=-157128.7316 max_force_ha_per_bohr=0.028 e_lumo_ev="-3.665 / -3.848" charge=+1
V 0.26688 0.75884 -0.17646
O -0.06263 3.46312 2.70309
S -0.23997 2.57253 1.62032
O -0.78699 3.46988 0.41194
O 1.06386 1.99110 1.06876
O -1.14849 1.44332 1.74205
N -0.96839 -2.75738 1.45709
C -1.01417 -2.62863 2.88411
C -1.86980 -3.42819 3.61142
C -1.92630 -3.28979 4.99294
C -1.14886 -2.33587 5.62578
C -0.30883 -1.51673 4.87970
C -0.22776 -1.68197 3.50904
S 0.91433 -0.71552 2.58609
N 0.20237 -0.79968 1.00458
C -0.54394 -1.79120 0.64534
C -0.87517 -1.81621 -0.81594
C -1.53316 -2.82203 -1.48055
C -1.68953 -2.71249 -2.85685
C -1.18160 -1.60616 -3.50803
C -0.54273 -0.63218 -2.75897
N -0.39201 -0.74252 -1.44156
H -1.55014 -3.47682 1.05911
H -2.49242 -4.15910 3.10600
H -2.58858 -3.92382 5.56636
H -1.19489 -2.21936 6.70000
H 0.29168 -0.75680 5.36528
H -1.92464 -3.68332 -0.95518
H -2.20663 -3.48647 -3.40891
H -1.28679 -1.48637 -4.57685
H -0.14707 0.26952 -3.20747
N -1.31665 4.91529 -2.15495
C -1.97212 3.71514 -1.64592
C -0.93187 2.88512 -0.94281
O 0.31086 3.01636 -1.60022
O -1.22062 1.54978 -0.91130
H -1.87679 5.38243 -2.85389
H 0.23497 3.83957 -2.12381
H -1.15058 5.57741 -1.40681
H -2.32927 3.10965 -2.47511
H -2.79619 3.90350 -0.95788
Br 6.28843 -0.10041 -2.97564
C 4.63326 0.11456 -2.14280
C 3.86062 -0.99710 -1.83548
C 2.63354 -0.79167 -1.25378
N 2.14236 0.42901 -0.97619
C 2.92642 1.49173 -1.24300
C 4.17108 1.37716 -1.82537
H 4.20508 -1.99917 -2.04437
H 2.01237 -1.63582 -0.98928
H 2.52615 2.45681 -0.97255
H 4.76131 2.26091 -2.02107

=====

47
Properties=species:S:1:pos:R:3 method="wB97M-V/def2-TZVPD" smiles="CCOC(=O)[C@@H](C(=O)NCc1cccc(OC)c1)c1ncc(C(F)(F)F)cc1Cl" homo_lumo_gap_ev=8.634 spin_multiplicity=1 relative_energy_kcal_mol=2.0 e_tot_ev=-51841.5754 max_force_ha_per_bohr=0.016 e_lumo_ev=0.088
C -2.27907 -1.52070 2.14011
C -0.92557 -2.16105 2.40653
H -1.02897 -3.21504 2.67009
H -0.39922 -1.62439 3.20200
O -0.10769 -2.15674 1.22858
C 0.53166 -1.03300 0.94360
O 0.52924 -0.03878 1.61947
C 1.24885 -1.15335 -0.39778
C 2.64275 -0.63271 -0.30927
N 2.79558 0.63994 0.02625
C 3.99645 1.16382 0.14920
C 5.15303 0.42596 -0.07142
C 5.03057 -0.91158 -0.43064
C 3.75988 -1.45035 -0.54982
Cl 3.59601 -3.10565 -0.98683
H 5.90463 -1.51781 -0.61463
C 6.51371 1.03768 0.10319
F 7.00432 0.82343 1.33812
F 6.50859 2.36472 -0.07640
F 7.41591 0.53388 -0.75108
H 4.03457 2.20775 0.42635
H 1.22744 -2.19257 -0.72840
C 0.36844 -0.32614 -1.38338
O -0.17487 -0.86606 -2.31930
N 0.29185 0.96404 -1.05815
H 0.74461 1.26030 -0.20144
C -0.68684 1.85302 -1.66135
C -1.97506 1.76429 -0.88085
C -2.81765 0.68363 -1.11570
C -3.96057 0.50725 -0.34714
C -4.26011 1.43362 0.65432
C -3.42410 2.50689 0.87749
C -2.27524 2.67432 0.11898
H -1.61762 3.50961 0.30600
H -3.66336 3.21689 1.65476
H -5.15176 1.28423 1.24200
O -4.83227 -0.52875 -0.48446
C -4.58504 -1.48222 -1.49142
H -3.62043 -1.98012 -1.35051
H -4.61299 -1.02971 -2.48735
H -5.38622 -2.21468 -1.40583
H -2.55247 -0.01423 -1.89341
H -0.83909 1.52360 -2.69197
H -0.28560 2.86751 -1.65269
H -2.78540 -2.03086 1.32490
H -2.89416 -1.58740 3.03254
H -2.15674 -0.47249 1.87675